Formula: C10H20O
Source: the Open Molecules 2025 dataset
Level of theory: ωB97M-V/def2-TZVPD

As for the SMILES: CC(C)[C@H]1CC[C@@H](C)C[C@H]1O. The calculation puts the energy above the lowest of the compared OMol25 structures with the same formula, charge and spin at 0.00 kJ/mol. The value obtained for the gap between HOMO and LUMO is 10.84 eV. Its highest occupied orbital energy is -9.9 eV. Its largest force on an atom is 2.63 eV/Å. The energy comes out at -12741.718 eV. Its LUMO energy is 0.91 eV.

Last column: Löwdin charge in e.
Positions of all 31 atoms, in Å:
C 2.69007 0.81188 0.82001  -0.060
C 2.16265 0.07575 -0.48466  -0.391
C 2.90240 -1.21297 -0.60817  -0.109
C 0.62541 -0.07775 -0.45192  -0.251
C 0.08655 -0.93897 0.74910  -0.134
C -1.39129 -0.81823 0.93125  -0.202
C -2.09651 -0.40443 -0.30131  -0.417
C -3.57666 -0.37010 0.00046  -0.071
C -1.58910 0.93523 -0.83489  -0.116
C -0.13385 1.23612 -0.54902  -0.351
H 2.18308 1.72581 0.93590  0.039
H 3.77964 0.96005 0.70243  0.076
H 2.60214 0.12117 1.68471  0.079
H 2.40075 0.78069 -1.34388  0.150
H 2.67173 -1.77013 -1.53649  0.080
H 2.62405 -1.92746 0.23789  0.094
H 4.01994 -1.05845 -0.51047  0.093
H 0.38632 -0.62503 -1.38326  0.150
H 0.38976 -1.98345 0.50280  0.117
H 0.66984 -0.70058 1.67864  0.120
H -1.63080 -0.03728 1.68429  0.134
H -1.88015 -1.74023 1.23595  0.117
H -1.86090 -1.14171 -1.05553  0.140
H -3.69030 0.34935 0.83747  0.094
H -4.12675 -0.13022 -0.86105  0.059
H -3.95225 -1.33761 0.41743  0.093
H -2.22400 1.74785 -0.38597  0.133
H -1.73355 1.05536 -1.90671  0.120
H 0.21570 1.81138 -1.42864  0.149
H -0.55433 2.69865 0.55388  0.079
O 0.03042 1.96528 0.66976  -0.015



Formula: C28H76O10
Source: the Open Molecules 2025 dataset
Level of theory: ωB97M-V/def2-TZVPD

The calculation puts the energy above the lowest of the compared OMol25 structures with the same formula, charge and spin at 0.00 kJ/mol. Its charge is -1. The value obtained for the gap between HOMO and LUMO (alpha / beta) is 1.92 / 9.58 eV. Its multiplicity is 2. Its highest occupied orbital energy (alpha / beta) is 0.4 / -7.3 eV. Its largest force on an atom is 2.61 eV/Å. The energy comes out at -50739.162 eV. Its LUMO energy (alpha / beta) is 2.31 / 2.23 eV.

Last column: Löwdin charge in e.
Positions of all 114 atoms, in Å:
C -17.06710 -1.06391 -6.46013  -0.060
C -17.20130 0.46852 -6.25521  -0.229
O -15.88505 1.03361 -6.44350  -0.153
C -15.79549 2.39722 -6.72318  -0.339
C -14.40712 2.86403 -6.72713  -0.088
H -16.39111 -1.46742 -5.70626  0.073
H -17.99413 -1.61830 -6.31393  0.058
H -16.70737 -1.30825 -7.45963  0.059
H -17.94501 0.92090 -6.91122  0.096
H -17.56971 0.72057 -5.26080  0.110
H -16.36516 2.69000 -7.60513  0.112
H -16.27549 2.90639 -5.88745  0.115
H -14.33685 3.92604 -6.96226  0.078
H -13.82564 2.37992 -7.51174  0.080
H -13.93885 2.78965 -5.74565  0.082
C -18.84076 -0.51520 -0.31376  -0.077
C -19.20189 -0.95031 -1.73602  -0.332
O -18.35504 -1.98177 -2.06567  -0.135
C -18.65245 -2.43565 -3.37526  -0.305
C -17.83937 -3.65739 -3.76035  -0.072
H -19.11619 -1.27442 0.41824  0.069
H -17.78886 -0.28476 -0.14498  0.073
H -19.48192 0.36124 -0.21965  0.064
H -20.19054 -1.40559 -1.79406  0.108
H -19.18223 -0.06185 -2.36717  0.109
H -19.69562 -2.69235 -3.55961  0.103
H -18.48876 -1.65711 -4.12036  0.078
H -17.98414 -3.85836 -4.82183  0.069
H -18.17761 -4.48423 -3.13583  0.075
H -16.76988 -3.46298 -3.67978  0.072
C -25.79217 1.57982 -6.84348  -0.091
C -25.43243 3.01582 -6.41172  -0.245
O -26.01821 3.90958 -7.40109  -0.189
C -26.10954 5.23811 -6.97157  -0.302
C -26.72542 5.97672 -8.17517  -0.088
H -26.85959 1.43573 -7.01069  0.067
H -25.20045 1.25505 -7.69935  0.058
H -25.57194 0.87545 -6.04133  0.039
H -25.83649 3.25261 -5.42746  0.094
H -24.39027 3.32310 -6.32465  0.102
H -26.75274 5.32640 -6.09602  0.112
H -25.13116 5.68396 -6.79244  0.110
H -26.84939 7.04267 -7.98421  0.059
H -27.70731 5.59713 -8.45787  0.069
H -26.10742 6.03785 -9.07096  0.068
C -21.10168 -0.39277 -7.61429  -0.015
C -21.79450 -0.01755 -6.29479  -0.467
C -21.15944 -0.58399 -5.00939  -0.075
O -21.66061 1.35934 -6.16825  -0.089
H -21.51120 0.12684 -8.48056  0.062
H -21.24737 -1.45457 -7.81294  0.071
H -20.04313 -0.14219 -7.54523  0.058
H -22.85643 -0.26171 -6.26674  0.122
H -20.13238 -0.22850 -4.92648  0.060
H -21.14850 -1.67239 -5.06735  0.062
H -21.68297 -0.34968 -4.08250  0.060
H -22.12783 1.71377 -5.40819  0.029
C -19.15226 4.05022 -6.65997  -0.057
C -20.35074 4.52929 -7.47884  -0.523
C -19.89256 5.66907 -8.41235  -0.056
O -20.76328 3.48878 -8.26024  -0.043
H -19.44347 3.34204 -5.88422  0.068
H -18.68244 4.92702 -6.21434  0.074
H -18.39244 3.60018 -7.29890  0.059
H -21.15952 4.84093 -6.81789  0.134
H -19.52381 6.51397 -7.83073  0.071
H -20.75478 5.96456 -9.01014  0.072
H -19.11679 5.42481 -9.13802  0.077
H -21.27279 2.87252 -7.72900  0.062
C -23.51584 0.92583 -11.07639  -0.076
C -22.99981 -0.00945 -12.23490  -0.278
O -22.99209 -1.35897 -11.74524  -0.100
H -24.53162 0.63009 -10.81401  0.059
H -23.58157 1.95005 -11.44346  0.065
H -22.85942 0.91217 -10.20632  0.051
H -22.05529 0.29460 -12.68605  0.099
H -23.70293 0.15558 -13.05129  0.090
H -23.85106 -1.56419 -11.36886  -0.001
C -20.81515 -4.30321 -8.99849  -0.088
C -20.66440 -5.62293 -9.70432  -0.323
O -20.60131 -5.36281 -11.11827  -0.082
H -19.90636 -3.72330 -9.15949  0.053
H -20.99159 -4.48362 -7.93811  0.079
H -21.58096 -3.72250 -9.51269  0.070
H -21.57940 -6.17770 -9.49668  0.101
H -19.79953 -6.19836 -9.37419  0.106
H -20.41992 -6.18018 -11.58796  0.071
C -24.55013 -2.08524 -8.91982  -0.087
C -25.84889 -2.21255 -9.67024  -0.303
O -25.48231 -2.09889 -11.03965  -0.096
H -24.69197 -2.13393 -7.84018  0.072
H -24.11468 -1.14353 -9.25400  0.056
H -23.90358 -2.90172 -9.24143  0.073
H -26.46537 -1.34398 -9.43868  0.109
H -26.38072 -3.12485 -9.40011  0.111
H -26.27975 -1.99289 -11.56352  0.100
C -21.47771 2.88851 -3.37919  -0.108
C -22.68512 2.15156 -2.74228  -0.394
O -23.38351 1.57796 -3.82117  -0.325
H -21.04944 3.57109 -2.64517  0.063
H -21.75812 3.50032 -4.23660  0.062
H -20.77420 2.09131 -3.61928  0.053
H -23.33456 2.89545 -2.28082  0.081
H -22.37873 1.40201 -2.01263  0.080
H -24.10870 1.07792 -3.43951  -0.007
C -17.42277 -2.10434 -10.45637  -0.060
C -18.06397 -0.74391 -10.21752  -0.362
O -19.14438 -0.57262 -11.05693  -0.063
H -18.04252 -2.86949 -9.98887  0.053
H -16.46337 -2.06319 -9.94068  0.067
H -17.31409 -2.28242 -11.52622  0.080
H -17.36826 0.05302 -10.48020  0.104
H -18.26148 -0.45098 -9.18637  0.085
H -19.53932 0.28746 -10.89607  0.087



Formula: C30H23BrCl3NO6PPd
Source: the Open Molecules 2025 dataset
Level of theory: ωB97M-V/def2-TZVPD

The calculation puts the energy above the lowest of the compared OMol25 structures with the same formula, charge and spin at 192.14 kJ/mol. Its charge is +1. The value obtained for the gap between HOMO and LUMO (alpha / beta) is 6.10 / 6.10 eV. Its highest occupied orbital energy (alpha / beta) is -11.6 / -11.6 eV. Its largest force on an atom is 2.07 eV/Å. The energy comes out at -165621.987 eV. Its LUMO energy (alpha / beta) is -5.52 / -5.52 eV.

Last column: Löwdin charge in e.
Positions of all 66 atoms, in Å:
Pd 1.24437 -1.15407 -0.38217  1.059
C 1.71636 3.01892 4.59422  -0.043
C 0.97174 3.53470 3.54791  -0.052
C 0.56393 2.71363 2.50965  -0.067
C 0.88836 1.34518 2.50492  -0.283
C 1.60289 0.83287 3.59473  -0.063
C 2.00994 1.66349 4.62082  -0.040
P 0.22086 0.31974 1.16266  1.190
C -0.69760 1.43993 0.12929  -0.368
C -0.04327 2.54304 -0.43067  -0.119
C -0.77018 3.49282 -1.12432  -0.054
C -2.14144 3.32880 -1.28594  -0.052
C -2.78361 2.20691 -0.78121  -0.050
C -2.06470 1.25172 -0.07636  -0.068
C -0.82251 -0.88182 1.97357  -0.290
C -1.81014 -0.56081 2.87188  -0.043
C -2.52006 -1.60203 3.50074  -0.040
C -2.19815 -2.91292 3.26184  0.011
C -1.16681 -3.27158 2.36359  -0.136
C -0.77005 -4.61019 2.10273  -0.005
C 0.23538 -4.87502 1.22493  -0.027
C 0.89984 -3.82781 0.51678  -0.042
C 0.50472 -2.56440 0.78410  -0.184
C -0.49989 -2.22177 1.70016  -0.185
H 2.05320 3.66537 5.39393  0.117
H 0.69754 4.58098 3.53449  0.115
H -0.03792 3.15040 1.73258  0.088
H 1.83896 -0.21178 3.65963  0.089
H 2.56525 1.24159 5.44747  0.120
H 1.02685 2.66443 -0.30851  0.130
H -0.27002 4.35913 -1.53655  0.122
H -2.71356 4.07865 -1.81717  0.118
H -3.84808 2.07799 -0.92542  0.117
H -2.56348 0.38133 0.32801  0.111
H -2.03622 0.47183 3.10899  0.125
H -3.31295 -1.35686 4.19380  0.116
H -2.73126 -3.70282 3.77723  0.127
H -1.27441 -5.41671 2.61929  0.124
H 0.54507 -5.89410 1.03573  0.120
H 1.67193 -4.05779 -0.20228  0.122
C -1.39844 2.08156 -4.78605  -0.033
C -0.10955 1.49574 -4.28377  -0.242
C 1.05711 1.53056 -5.04016  0.002
C 2.20838 0.94936 -4.54812  -0.084
C 2.14952 0.36547 -3.29271  -0.730
Br 3.64668 -0.57885 -2.67629  0.874
N 1.07505 0.36104 -2.51287  0.020
C -0.03296 0.90706 -3.03411  -0.120
H -1.44838 2.04221 -5.87330  0.086
H -1.49308 3.12942 -4.49165  0.083
H -2.25872 1.54531 -4.38465  0.080
H 1.05563 1.97930 -6.02632  0.129
H 3.12192 0.91703 -5.12219  0.109
H -0.92811 0.81615 -2.43484  0.100
Cl -1.75784 -2.09646 -4.22596  0.668
C -1.73577 -2.72076 -2.56950  -1.008
Cl -1.81783 -4.47503 -2.49244  0.675
C -0.46266 -2.24222 -1.90455  -0.724
O -0.62263 -1.32115 -0.98976  -0.141
O 0.66702 -2.63024 -2.17300  0.018
H -2.60235 -2.31824 -2.05729  0.070
O 4.84319 -0.77802 1.72248  -0.235
Cl 3.53914 -1.00498 1.23623  0.690
O 2.61642 -1.36643 2.27861  -0.353
O 3.49340 -2.05141 0.21536  -0.397
O 3.01400 0.22264 0.54177  -0.448



Question: Among the records above, which one has the lowest energy?
Answer: C30H23BrCl3NO6PPd